Formula: C28H34Cl10KN4O2PS
Source: the Open Molecules 2025 dataset
Level of theory: ωB97M-V/def2-TZVPD

Each line ends with the Mulliken charge.
Geometry (Å):
1 K -0.347 0.493 1.562  0.80
2 C -1.526 -0.891 4.857  -1.42
3 C -1.895 0.402 4.183  0.54
4 C -2.977 0.470 3.305  -0.55
5 C -3.333 1.662 2.681  0.77
6 C -4.523 1.723 1.762  -1.65
7 C -2.577 2.802 2.938  -0.54
8 C -1.475 2.764 3.782  0.98
9 C -0.640 3.987 4.037  -1.56
10 C -1.145 1.555 4.394  -0.33
11 H -1.206 -0.714 5.885  0.41
12 H -0.705 -1.378 4.323  0.10
13 H -2.370 -1.580 4.871  0.40
14 H -3.556 -0.427 3.114  0.22
15 H -5.295 2.384 2.162  0.44
16 H -4.962 0.736 1.621  0.36
17 H -4.244 2.104 0.778  0.23
18 H -2.859 3.743 2.476  0.41
19 H -0.517 4.162 5.107  0.41
20 H -1.100 4.876 3.604  0.36
21 H 0.353 3.874 3.599  0.19
22 H -0.284 1.509 5.054  0.40
23 Cl 2.795 -1.519 -1.205  -0.17
24 C 1.027 -1.824 -1.322  0.96
25 C 0.151 -0.858 -0.897  -0.34
26 C -1.164 -1.195 -1.021  -0.02
27 Cl -2.452 0.013 -0.483  -0.21
28 C -1.641 -2.408 -1.518  -0.10
29 Cl -3.325 -2.790 -1.614  -0.16
30 C -0.703 -3.351 -1.932  0.28
31 Cl -1.223 -4.874 -2.545  -0.22
32 C 0.662 -3.062 -1.838  -0.53
33 Cl 1.816 -4.233 -2.347  -0.16
34 Cl 2.319 0.617 3.056  -0.02
35 C 2.294 -1.154 2.533  1.56
36 C 1.087 -1.747 2.369  -1.65
37 C 1.127 -3.065 1.973  0.38
38 Cl -0.400 -3.904 1.681  -0.17
39 C 2.306 -3.771 1.758  -0.40
40 Cl 2.313 -5.426 1.276  -0.17
41 C 3.523 -3.101 1.927  0.49
42 Cl 5.016 -3.909 1.625  -0.22
43 C 3.525 -1.767 2.316  -0.53
44 Cl 5.034 -0.907 2.458  -0.17
45 C -3.934 -0.431 -4.115  -0.83
46 C -2.493 -0.420 -4.598  -0.80
47 N -1.608 0.460 -3.833  0.34
48 C -1.118 1.650 -4.159  0.51
49 S 0.307 2.199 -3.395  -0.69
50 N -1.668 2.409 -5.132  -0.16
51 C -3.072 2.488 -5.527  -0.01
52 C -3.232 3.562 -6.586  -1.52
53 H -4.506 -1.181 -4.664  0.33
54 H -4.421 0.534 -4.247  0.27
55 H -3.970 -0.688 -3.059  0.14
56 H -2.403 -0.161 -5.653  0.50
57 H -2.070 -1.421 -4.498  0.40
58 H -1.174 0.060 -3.008  -0.42
59 H -1.126 3.245 -5.287  0.33
60 H -3.691 2.724 -4.655  0.24
61 H -3.418 1.535 -5.917  0.17
62 H -2.963 4.545 -6.193  0.40
63 H -4.268 3.612 -6.919  0.41
64 H -2.603 3.353 -7.452  0.36
65 N 3.824 1.565 0.391  0.11
66 C 2.447 1.665 -0.209  -0.13
67 P 1.656 3.158 0.546  1.37
68 O 2.735 3.784 1.363  -1.04
69 O 0.287 2.785 1.036  -0.41
70 C 1.271 4.308 -0.860  -0.89
71 N -0.210 4.252 -1.106  0.01
72 H 3.887 2.353 1.073  0.49
73 H 4.562 1.653 -0.302  0.35
74 H 3.953 0.680 0.889  -0.04
75 H 1.925 0.723 -0.030  -0.98
76 H 2.517 1.779 -1.289  0.53
77 H 1.764 4.025 -1.790  0.39
78 H 1.579 5.316 -0.595  0.37
79 H -0.342 3.776 -2.030  -0.12
80 H -0.650 5.167 -1.116  0.40
81 H -0.586 3.664 -0.328  0.24

Summary:
net charge	0
E_tot	-7398.3342	Ha
M	915.27	g/mol